[1]
C43H35O5S2Ti as an isolated structure, computed with ωB97M-V with the def2-TZVPD basis set.

```
86
Properties=species:S:1:pos:R:3:forces:R:3
C 2.805 -3.030 2.185 -0.030 0.057 0.025
H -3.626 0.328 -1.821 0.002 0.016 0.006
H 3.631 1.642 6.561 -0.009 0.010 -0.001
H -2.935 2.531 2.580 -0.003 0.001 -0.001
H 3.556 1.110 8.259 0.001 0.010 -0.003
C 4.510 2.624 -3.299 -0.004 0.043 0.016
H -1.105 2.953 -5.545 -0.001 0.001 0.003
C 3.749 -2.924 4.445 0.001 0.000 -0.013
C -1.109 1.516 -3.983 0.000 0.033 -0.007
H 5.488 4.938 -4.329 0.008 0.005 0.001
C -1.177 -2.207 -4.368 0.004 -0.005 0.019
C -1.170 -0.832 -4.690 -0.002 0.011 -0.006
S -1.251 -2.417 -0.428 -0.058 0.069 -0.057
S 1.643 0.502 -1.664 0.005 -0.015 0.002
C 3.314 -4.401 1.917 -0.001 0.018 -0.018
H 4.156 -3.918 4.320 -0.002 0.002 -0.005
H -7.093 -1.322 2.301 -0.002 -0.003 0.002
H -6.043 -2.579 -1.044 -0.005 0.001 -0.001
C -1.171 -0.393 -6.036 -0.001 0.014 0.007
C -1.023 0.664 -1.174 0.080 0.025 0.041
C 3.434 -0.958 5.784 -0.035 -0.016 -0.012
C -4.499 -1.735 1.844 -0.025 0.003 -0.003
H -0.501 2.403 2.272 -0.007 0.003 -0.001
C 4.303 3.934 -2.854 -0.001 -0.026 -0.007
H -5.547 1.025 -0.461 0.001 0.001 0.000
H 5.333 2.410 -3.969 0.001 0.003 -0.002
H 4.524 -2.703 6.419 0.000 0.007 0.002
C -5.243 -2.359 -0.349 0.006 -0.027 0.029
H -1.149 1.269 -7.358 -0.001 -0.001 -0.002
C 2.686 -0.338 4.759 0.034 -0.065 0.025
H 3.004 -4.722 0.927 0.007 -0.015 0.004
H -7.298 -2.972 1.726 -0.003 0.000 -0.002
C 3.002 -2.336 3.375 0.027 -0.049 -0.016
H 2.117 0.929 7.228 -0.001 0.012 -0.007
O -0.426 -1.518 0.580 0.117 0.039 0.037
H 2.275 0.653 4.877 -0.006 0.004 -0.010
C 3.216 4.196 -2.012 0.006 -0.003 -0.009
C -1.163 -2.624 -3.066 0.008 -0.025 -0.027
C 5.231 5.029 -3.275 -0.004 -0.004 0.001
C -1.151 -0.300 -2.302 -0.028 -0.040 0.027
C -1.114 1.902 -5.291 0.001 0.012 0.005
H 3.823 0.599 -3.286 -0.005 0.001 0.003
H -1.109 2.263 -3.198 -0.002 -0.003 0.000
C -5.549 -2.011 0.969 0.018 -0.013 -0.025
C -3.085 2.044 1.625 -0.004 -0.002 -0.006
C 2.484 -1.022 3.592 -0.031 0.042 -0.009
Ti 1.282 -0.870 0.956 0.074 -0.229 -0.034
C 3.205 0.916 7.252 0.016 -0.035 0.003
O 2.366 -0.234 -0.407 -0.041 0.003 -0.095
C 0.444 1.666 0.515 -0.036 0.041 0.039
H 4.802 6.013 -3.098 -0.002 0.000 0.000
H 4.404 -4.419 1.973 0.001 0.006 -0.002
H -1.179 -2.936 -5.168 -0.001 0.000 -0.001
C 0.230 1.061 -0.758 -0.073 -0.020 -0.063
C 3.667 1.605 -2.914 -0.009 -0.034 -0.007
H 1.525 3.429 -0.965 -0.002 0.001 -0.001
C -1.141 0.136 -3.646 0.009 -0.037 -0.016
O 2.134 -2.485 1.195 -0.003 0.036 0.072
C -1.172 -1.659 -2.034 -0.015 -0.029 0.041
C -4.541 1.187 -0.099 0.015 0.005 -0.022
H -5.206 2.107 1.737 0.001 0.004 0.001
H -2.378 -1.606 2.134 0.003 0.001 0.002
C -4.346 1.808 1.153 0.011 0.008 0.011
C 2.370 3.190 -1.594 -0.027 0.009 0.019
H -4.720 -1.464 2.869 0.005 0.000 0.001
C 2.608 1.887 -2.039 0.058 0.030 -0.019
H 1.439 1.967 0.825 -0.004 0.013 0.005
C 3.960 -2.267 5.607 0.007 0.022 0.014
C -2.156 1.049 -0.407 0.011 -0.009 -0.019
C -3.178 -1.811 1.436 0.049 -0.017 0.036
C -3.473 0.800 -0.859 -0.024 0.060 0.004
C -1.960 1.682 0.851 -0.024 0.010 0.006
O 1.758 -0.422 2.613 -0.022 0.064 0.098
H -7.641 -1.630 0.645 -0.007 -0.005 -0.002
O 3.688 -0.407 6.936 0.011 0.008 0.018
H -1.195 -1.132 -6.827 -0.001 0.003 -0.004
C -6.974 -1.971 1.435 0.008 0.018 0.002
C -0.643 1.939 1.303 0.036 -0.003 0.017
H -3.720 -2.713 -1.810 0.004 0.000 0.007
H 2.935 -5.103 2.662 -0.004 -0.001 -0.002
H 6.161 4.959 -2.707 0.003 0.005 -0.007
C -1.143 0.939 -6.328 -0.002 -0.024 -0.005
H 3.030 5.212 -1.689 -0.003 0.001 0.001
C -2.915 -2.149 0.118 -0.050 -0.023 -0.116
C -3.933 -2.438 -0.784 -0.028 -0.015 0.006
H -1.144 -3.680 -2.827 -0.004 0.004 0.005
```
Forces are in eV/Å.

Results
**E**: -3680.84370 hartree
**Energy relative to the best compared isomer or geometry (same formula, charge and spin)**: 0.0 kJ/mol
**Net charge**: +3
**HOMO level**: -15.6 eV
**Kohn-Sham gap**: 6.098 eV
**Molar mass**: 743.75 g/mol

In elementary charge units, the Mulliken charges are:
1. C 1.129
2. H 0.640
3. H 0.354
4. H 0.526
5. H 0.254
6. C -0.984
7. H 0.485
8. C -1.253
9. C -0.752
10. H 0.403
11. C -1.029
12. C 0.893
13. S -0.038
14. S 0.443
15. C -1.685
16. H 0.497
17. H 0.401
18. H 0.442
19. C -1.147
20. C -0.190
21. C 0.800
22. C -0.841
23. H 0.606
24. C 0.840
25. H 0.554
26. H 0.443
27. H 0.510
28. C -0.783
29. H 0.462
30. C -0.497
31. H 0.321
32. H 0.368
33. C 0.041
34. H 0.353
35. O 0.255
36. H 0.561
37. C -1.051
38. C -1.058
39. C -1.474
40. C -0.142
41. C -1.037
42. H 0.468
43. H 0.525
44. C 0.729
45. C -1.079
46. C 0.527
47. Ti 1.318
48. C -0.802
49. O -0.296
50. C -0.123
51. H 0.380
52. H 0.439
53. H 0.487
54. C 0.478
55. C -0.725
56. H 0.458
57. C 0.964
58. O -0.570
59. C 1.222
60. C -0.931
61. H 0.468
62. H 0.476
63. C -0.830
64. C -0.138
65. H 0.436
66. C 0.961
67. H 0.747
68. C -0.945
69. C 0.094
70. C -0.449
71. C -0.959
72. C 1.035
73. O -0.072
74. H 0.416
75. O -0.373
76. H 0.497
77. C -1.671
78. C -0.829
79. H 0.483
80. H 0.447
81. H 0.327
82. C -0.731
83. H 0.402
84. C 1.197
85. C -0.722
86. H 0.641

[2]
C43H36BClI2N4O4STeTi as an isolated structure, computed with ωB97M-V with the def2-TZVPD basis set.

```
94
Properties=species:S:1:pos:R:3:forces:R:3
C 2.243 -0.465 2.414 0.023 0.011 -0.477
C -0.187 4.475 -0.764 -0.382 -0.424 0.107
H -3.735 -1.044 -2.109 0.016 -0.031 -0.028
H 3.648 -0.240 5.527 0.022 0.017 0.019
C -0.394 3.146 -0.422 -0.256 0.417 -0.072
H 0.004 0.205 -6.511 0.029 0.000 0.014
C -2.402 1.355 1.898 0.601 -0.055 0.170
C -2.149 -0.541 -5.062 -0.086 -0.008 0.155
C -4.894 -4.247 3.029 -0.017 0.058 -0.064
C -0.676 0.092 -3.161 -0.024 -0.082 -0.417
C 1.835 2.681 -0.405 0.411 0.470 -0.278
C -5.916 -6.498 3.494 0.016 -0.113 -0.017
C -1.775 -0.156 -2.275 -0.030 -0.005 0.646
Te 0.544 -2.746 -0.353 0.015 -0.300 0.211
C -6.203 -5.047 3.092 0.101 0.103 -0.029
C 3.453 -0.600 1.674 0.545 0.026 -0.088
H -7.366 -3.382 3.878 0.019 -0.076 0.000
C -4.523 -3.522 1.884 -0.150 -0.103 0.083
C -6.930 -5.060 1.747 -0.070 -0.017 -0.099
C 3.604 -0.347 4.453 -0.091 -0.049 -0.192
H -5.477 -6.557 4.493 -0.021 -0.001 -0.064
H -1.394 2.758 -0.288 -0.037 0.035 0.007
C 0.512 -3.494 -2.313 -0.218 0.137 -0.228
H -8.087 -4.980 4.185 0.078 0.043 -0.002
C -4.675 1.259 1.089 -0.260 0.018 -0.046
C -4.057 -4.217 4.146 0.138 0.136 -0.021
H -6.686 -4.428 5.127 -0.032 -0.003 -0.070
H 1.731 -5.272 -5.152 -0.087 0.085 0.090
H -7.232 -4.054 1.440 0.026 -0.061 0.048
C -2.975 -0.705 -2.800 0.255 0.035 -0.088
C 2.938 1.680 -0.205 -0.083 0.045 0.060
H 3.176 4.296 -0.873 -0.060 0.014 0.006
C -2.532 -2.779 3.030 0.400 0.154 0.280
H -7.836 -5.671 1.829 0.046 0.036 -0.015
H -2.222 -3.463 5.038 -0.012 0.001 -0.032
O -2.815 -2.032 0.942 0.383 0.226 0.156
C -2.905 1.756 3.141 0.232 0.074 0.040
C 3.427 -0.652 0.154 -0.183 0.147 0.333
C 2.138 4.008 -0.742 0.293 -0.579 0.087
C -2.917 0.642 -0.481 0.074 0.267 0.734
B -1.562 -1.474 1.448 -1.071 -0.925 0.617
C -3.304 1.083 0.852 -0.107 -0.245 -0.691
C 1.113 4.905 -0.915 0.146 0.530 -0.149
I 0.704 0.056 4.996 -0.259 -0.004 -0.107
C -0.007 -4.066 -4.524 -0.109 0.127 0.193
C -7.143 -4.422 4.134 -0.033 0.056 0.073
H -4.070 -1.343 -4.510 -0.021 0.013 -0.035
C 1.201 -4.688 -4.409 -0.147 0.008 -0.134
H 3.091 -1.628 -0.177 -0.079 -0.196 -0.040
C -5.141 1.660 2.320 -0.009 0.003 0.022
Ti -0.237 0.017 0.513 1.487 -0.013 -0.553
H -0.605 -4.080 -5.429 0.026 0.011 0.050
H 4.454 -0.500 -0.209 0.092 0.006 -0.020
H 5.576 -0.752 1.728 -0.001 0.006 0.039
H 2.170 1.060 -5.562 -0.006 -0.017 -0.023
H -1.035 5.131 -0.904 0.022 0.019 -0.003
H -2.285 -0.671 -6.130 -0.006 0.009 0.017
C 4.752 -0.547 3.707 -0.247 0.025 -0.111
C -2.861 -3.483 4.163 -0.237 -0.191 0.108
H 1.326 5.935 -1.183 0.001 -0.034 0.013
H -6.306 -5.480 0.953 -0.029 0.001 0.073
C 1.347 0.769 -4.920 -0.207 -0.030 -0.143
C 0.148 0.302 -5.440 0.120 0.016 0.059
C -3.348 -2.801 1.916 -0.125 0.042 -0.392
C -4.259 1.905 3.366 -0.207 0.061 0.057
H -1.331 -2.853 -3.215 -0.174 0.154 -0.007
Cl -6.877 1.858 2.580 0.205 -0.026 -0.035
C 4.675 -0.647 2.322 -0.122 0.032 -0.028
N 0.592 2.276 -0.242 -0.308 -0.302 0.227
C -0.405 -3.387 -3.324 0.330 -0.311 -0.291
H -5.214 -6.961 2.794 -0.056 0.030 0.035
O 1.115 -0.485 1.810 0.295 -0.166 1.048
S 1.847 -4.434 -2.843 0.334 -0.097 0.051
O -1.455 -1.983 2.802 -0.098 0.004 -0.507
H 3.290 1.788 0.826 0.035 -0.034 0.074
H 2.416 1.190 -3.105 -0.073 0.009 -0.041
H -3.723 0.668 -1.200 -0.155 0.108 0.004
C -0.907 -0.058 -4.584 -0.027 -0.026 0.247
C -3.153 -0.885 -4.156 0.379 -0.049 -0.204
O -1.099 1.247 1.706 -0.821 0.425 0.179
I 6.601 -0.647 4.659 0.216 -0.009 0.111
N -1.725 0.244 -0.923 -1.302 0.333 -1.316
H 2.166 0.124 -1.318 0.016 -0.132 0.064
H 3.787 1.970 -0.842 0.128 0.001 -0.104
H -5.129 -3.509 0.985 0.080 0.012 0.093
H -6.843 -7.085 3.497 0.069 0.044 0.009
H -2.182 1.946 3.926 -0.037 -0.029 0.001
C 1.478 0.851 -3.545 -0.176 -0.172 0.234
C 2.372 -0.290 3.807 0.497 -0.051 0.316
H -4.635 2.208 4.336 0.017 -0.014 -0.038
N 0.510 0.509 -2.688 0.111 0.146 0.006
H -5.379 1.056 0.289 0.017 0.001 0.022
H -4.339 -4.766 5.038 0.037 0.024 -0.029
N 2.504 0.325 -0.386 -0.031 0.170 0.047
```
Forces are in eV/Å.

Results
**E**: -4776.49764 hartree
**Energy relative to the best compared isomer or geometry (same formula, charge and spin)**: 218.6 kJ/mol
**Net charge**: -2
**HOMO level (alpha / beta)**: 0.1 / -1.4 eV
**⟨S²⟩**: 2.0713
**Kohn-Sham gap (alpha / beta)**: 3.249 / 4.749 eV
**Molar mass**: 1180.39 g/mol
**2S+1**: 3

In elementary charge units, the Mulliken charges are:
1. C -0.988
2. C -1.200
3. H 0.426
4. H 0.370
5. C -0.135
6. H 0.360
7. C 0.101
8. C -1.098
9. C 0.733
10. C 0.063
11. C 0.448
12. C -1.660
13. C 0.125
14. Te 0.030
15. C 2.073
16. C 1.225
17. H 0.360
18. C -0.705
19. C -2.090
20. C -0.519
21. H 0.315
22. H 0.127
23. C 0.002
24. H 0.428
25. C -1.311
26. C -0.507
27. H 0.329
28. H 0.355
29. H 0.348
30. C -0.774
31. C -1.050
32. H 0.445
33. C 0.846
34. H 0.437
35. H 0.501
36. O -0.381
37. C -0.654
38. C -1.333
39. C -1.087
40. C -1.698
41. B 1.540
42. C 1.825
43. C -0.385
44. I -0.031
45. C -0.752
46. C -1.607
47. H 0.295
48. C -0.430
49. H 0.214
50. C 0.077
51. Ti 0.186
52. H 0.352
53. H 0.362
54. H 0.378
55. H 0.376
56. H 0.462
57. H 0.294
58. C -0.489
59. C -2.083
60. H 0.375
61. H 0.402
62. C -1.330
63. C -0.928
64. C 0.039
65. C -0.647
66. H 0.476
67. Cl -0.304
68. C -0.688
69. N 0.992
70. C -0.231
71. H 0.373
72. O 0.431
73. S -0.201
74. O -0.239
75. H 0.488
76. H 0.202
77. H 0.962
78. C 1.090
79. C -1.143
80. O -0.300
81. I -0.031
82. N 1.173
83. H -0.171
84. H 0.329
85. H 0.505
86. H 0.439
87. H 0.385
88. C 0.104
89. C -0.208
90. H 0.402
91. N 0.397
92. H 0.418
93. H 0.317
94. N 0.283